# 1
{"formula": "C4H4O2", "method": "ωB97M-V/def2-TZVPD", "symbols": ["O", "C", "C", "C", "C", "O", "H", "H", "H", "H"], "positions_angstrom": [[-2.7721, 2.0361, -1.3259], [-1.9302, 1.2879, -1.0342], [-0.9987, 0.3605, -0.9082], [-0.2777, 0.0807, 0.1802], [0.7698, -0.9806, 0.3257], [1.9205, -0.4371, 0.9448], [-0.4028, 0.6629, 1.0972], [0.3916, -1.7423, 1.0175], [0.9943, -1.4717, -0.6301], [2.3053, 0.2036, 0.3330]], "lowdin_charge": [0.179, -0.199, -0.014, -0.096, -0.269, -0.064, 0.121, 0.127, 0.123, 0.093], "e_homo_ev": -9.28, "smiles": "O=C=C=CCO", "e_tot_ha": -305.20654, "max_force_ev_per_a": 1.0, "charge": 0, "homo_lumo_gap_ev": 8.78}

# 2
{"formula": "C4H4O2", "method": "ωB97M-V/def2-TZVPD", "symbols": ["C", "C", "C", "O", "C", "O", "H", "H", "H", "H"], "positions_angstrom": [[1.4729, -0.7598, 0.2049], [0.9939, 0.3542, 0.1181], [-0.1077, 1.1165, -0.5091], [-1.1308, 0.1011, -0.5958], [-1.0131, -0.6181, 0.5579], [-0.7316, -0.1278, 1.6225], [1.6033, -1.6828, 0.7306], [0.2425, 1.3669, -1.5102], [-0.5008, 1.9981, 0.0075], [-1.1507, -1.6941, 0.4149]], "lowdin_charge": [0.114, -0.096, -0.152, -0.030, -0.374, 0.063, 0.062, 0.130, 0.130, 0.152], "e_homo_ev": -10.02, "smiles": "C#CCOC=O", "e_tot_ha": -305.16124, "max_force_ev_per_a": 1.7, "charge": 0, "homo_lumo_gap_ev": 10.82}